This record from OMol25 describes a 2-piece molecular cluster, C2H3F3 overall. The level of theory is the ωB97M-V functional and the def2-TZVPD basis.

The molar mass is 84.0 g/mol. Its HOMO energy is -11.7 eV. The total charge is 0. The LUMO energy comes out at 0.0359 hartree. The HOMO-LUMO gap comes out at 12.72 eV. The calculated total energy comes out at -377.53391 Eh. Its energy above the lowest of the compared OMol25 structures with the same formula, charge and spin is 242.0 kJ/mol.

Each line ends with the Löwdin charge.
CARTESIAN COORDINATES (ANGSTROEM)
1 C -0.78 -0.11 0.14  -0.115
2 C 0.70 0.04 -0.02  -0.429
3 F -1.31 -0.39 -1.15  -0.047
4 F 1.10 0.93 0.95  0.036
5 F 0.97 0.71 -1.12  0.074
6 H -1.05 0.84 0.37  0.091
7 H -1.14 -0.84 0.90  0.147
8 H 1.52 -1.19 -0.07  0.243